{"formula": "C6H9N2", "method": "ωB97M-V/def2-TZVPD", "symbols": ["N", "C", "N", "C", "C", "C", "C", "C", "H", "H", "H", "H", "H", "H", "H", "H", "H"], "coordinates": [[-2.1705, 0.3787, -0.3984], [-0.8354, 0.3392, 0.2293], [-0.2431, 1.4050, -0.0527], [1.0917, 1.5714, 0.1933], [2.0629, 0.5919, -0.0118], [1.6156, -0.7558, -0.4250], [0.5187, -1.5093, -0.1465], [-0.4081, -0.9491, 0.8736], [-2.1621, 1.3723, -1.0114], [-2.8923, 0.1796, 0.3484], [-2.3421, -0.3125, -1.1217], [1.3196, 2.5249, 0.4857], [3.0978, 0.7430, 0.0450], [2.3396, -1.1954, -1.2101], [0.2229, -2.3064, -0.7331], [-1.3220, -1.5914, 1.1674], [0.1068, -0.4859, 1.7680]], "atomic_forces_ev_per_a": [[-1.425, 2.030, -1.177], [-0.707, -0.659, -1.334], [0.487, 0.060, 0.320], [1.867, -2.975, -0.199], [-4.402, -0.650, 0.576], [1.920, -1.023, -2.157], [1.366, 3.097, 0.966], [-1.354, 1.128, 1.626], [-0.541, -2.713, 2.610], [0.352, 1.036, -1.161], [0.307, -0.592, -0.109], [0.890, 2.345, 0.356], [1.163, 0.625, 0.017], [-1.210, 0.501, 1.322], [-0.214, -1.774, -0.893], [1.662, 0.937, -0.323], [-0.160, -1.372, -0.438]], "lumo_ev": -3.76, "total_charge": 1, "orbital_gap_ev": 9.315, "e_homo_ev": -13.074, "total_energy_ev": -9339.0073}

=====

{"formula": "C5H9NS2", "method": "ωB97M-V/def2-TZVPD", "symbols": ["N", "C", "C", "S", "S", "C", "C", "C", "H", "H", "H", "H", "H", "H", "H", "H", "H"], "coordinates": [[-0.2755, -0.9105, 1.5955], [-0.1884, -0.0748, 0.4027], [-1.5796, 0.4656, 0.0931], [-2.0673, 2.0198, 0.2071], [-2.7685, -0.7252, -0.4129], [0.5203, -0.5678, -0.9083], [1.2514, 0.7937, -0.9771], [0.9043, 1.0322, 0.5001], [0.6343, -1.2763, 1.8122], [-0.9119, -1.6801, 1.4592], [-1.9497, -1.7694, -0.4897], [-0.0856, -0.8648, -1.7537], [1.2288, -1.3841, -0.6491], [0.7173, 1.4714, -1.6550], [2.3060, 0.7407, -1.2157], [1.7048, 0.7085, 1.1893], [0.5594, 2.0211, 0.8023]], "atomic_forces_ev_per_a": [[-0.271, 0.382, -0.462], [0.320, 0.431, 0.254], [-0.348, 0.434, 0.028], [0.255, -0.643, -0.060], [-0.070, 0.424, 0.097], [0.696, -0.309, 0.542], [-0.292, -0.221, -0.199], [-0.245, -0.158, 0.341], [0.309, -0.190, 0.102], [-0.110, -0.218, 0.101], [0.218, -0.334, -0.049], [-0.170, -0.080, -0.165], [-0.445, 0.387, -0.172], [0.296, -0.016, 0.230], [0.116, 0.160, -0.198], [-0.301, 0.053, -0.345], [0.041, -0.102, -0.044]], "lumo_ev": -0.20, "total_charge": 0, "orbital_gap_ev": 8.566, "e_homo_ev": -8.769, "total_energy_ev": -28490.4552}

=====

{"formula": "C10H21IN2O6S", "method": "ωB97M-V/def2-TZVPD", "symbols": ["C", "C", "C", "C", "C", "C", "C", "I", "O", "C", "O", "S", "H", "H", "H", "H", "H", "H", "H", "H", "H", "H", "H", "H", "H", "H", "H", "C", "N", "O", "O", "H", "H", "H", "C", "N", "O", "O", "H", "H", "H"], "coordinates": [[4.1563, 0.4101, 0.6754], [2.9825, 0.0232, 1.5896], [1.7039, -0.3109, 0.8616], [0.6562, -0.7457, 1.9195], [-0.5692, -1.4574, 1.3381], [-1.6789, -1.4669, 2.3847], [-2.5212, -0.1758, 2.4701], [-2.5628, 0.4882, 4.5468], [-2.0122, 0.9254, 1.7380], [-2.4746, 1.0157, 0.4877], [-3.5211, 0.6922, 0.1132], [-1.3442, 1.7481, -0.6845], [4.5936, 1.3391, 1.0007], [4.9417, -0.3211, 0.8008], [3.8946, 0.4414, -0.3709], [3.2531, -0.8385, 2.1831], [2.7883, 0.8150, 2.3017], [1.2612, 0.5327, 0.3442], [1.8038, -1.1417, 0.1707], [0.3393, 0.1632, 2.4156], [1.1658, -1.4301, 2.5850], [-0.8646, -1.0627, 0.3742], [-0.2923, -2.4884, 1.1842], [-2.3793, -2.2719, 2.2190], [-1.2068, -1.6518, 3.3311], [-3.5513, -0.3819, 2.2473], [-0.4368, 2.3138, 0.1289], [1.5529, -4.5641, -2.4173], [1.7189, -3.4705, -1.4180], [1.3968, -3.6984, -0.2674], [2.1668, -2.4176, -1.8250], [1.1471, -5.4331, -1.9131], [0.8747, -4.2035, -3.1847], [2.5328, -4.7747, -2.8344], [-2.9911, 4.1640, -3.3627], [-2.5211, 5.5448, -3.6706], [-1.3879, 5.8413, -3.3421], [-3.3104, 6.2795, -4.2320], [-2.1916, 3.6273, -2.8669], [-3.8596, 4.2505, -2.7170], [-3.2531, 3.6912, -4.3045]], "atomic_forces_ev_per_a": [[0.022, -0.405, 0.759], [0.243, 0.232, -0.749], [-1.163, -0.671, 1.021], [0.220, 0.347, -1.468], [0.296, -0.017, 0.790], [-0.217, 0.556, -0.637], [0.313, -0.245, 1.480], [-0.148, 0.036, -0.323], [0.652, -0.384, 0.078], [2.712, 1.684, 0.341], [-3.238, -1.481, -1.089], [0.126, 0.279, -0.046], [0.095, 0.544, -0.181], [0.314, -0.288, -0.216], [-0.151, 0.160, -0.292], [0.149, -0.318, 0.212], [-0.114, 0.297, 0.218], [0.266, 0.270, -0.400], [0.366, 0.111, -0.242], [-0.022, 0.051, 0.609], [-0.106, -0.036, 0.581], [-0.162, 0.225, -0.215], [0.065, -0.396, -0.312], [-0.254, -0.316, -0.119], [0.173, -0.145, 0.463], [-0.337, 0.276, -0.325], [-0.125, -0.239, 0.171], [-0.068, -0.137, 0.068], [-0.013, 0.041, 0.056], [0.091, -0.006, -0.193], [-0.045, -0.227, -0.013], [0.003, 0.046, 0.065], [0.080, 0.062, -0.036], [-0.007, 0.091, -0.055], [0.121, -0.101, 0.056], [0.065, 0.064, 0.000], [-0.269, -0.010, -0.099], [0.200, -0.124, 0.120], [0.020, 0.077, 0.007], [-0.054, 0.024, -0.080], [-0.100, 0.072, -0.003]], "lumo_ev": -0.08, "total_charge": 0, "orbital_gap_ev": 9.492, "e_homo_ev": -9.572, "total_energy_ev": -44905.6398}

=====

{"formula": "C25H19ClN2O2", "method": "ωB97M-V/def2-TZVPD", "symbols": ["C", "C", "C", "C", "C", "N", "C", "C", "C", "C", "O", "C", "O", "C", "C", "C", "C", "C", "C", "N", "C", "C", "C", "C", "C", "Cl", "C", "C", "C", "C", "H", "H", "H", "H", "H", "H", "H", "H", "H", "H", "H", "H", "H", "H", "H", "H", "H", "H", "H"], "coordinates": [[-1.1936, -3.0170, 2.2206], [-0.8181, -1.5444, 2.5221], [-0.0811, -1.1496, 3.6916], [-0.0106, 0.1630, 4.0295], [-0.4984, 1.1605, 3.1009], [-0.3128, 2.4621, 3.3365], [-0.6334, 3.4169, 2.4416], [-0.5064, 4.8615, 2.8051], [-1.2195, 3.1265, 1.1715], [-1.3134, 1.7561, 0.7861], [-1.8378, 1.3256, -0.4117], [-1.1892, 1.7946, -1.4881], [-0.4241, 2.8281, -1.6064], [-1.4180, 1.0647, -2.6029], [-2.2247, 1.5981, -3.5905], [-2.2545, 0.9961, -4.8297], [-1.6679, -0.2496, -5.1548], [-1.0771, -0.9195, -4.0561], [-0.9146, -0.1759, -2.8199], [-0.1210, -0.8666, -1.8791], [1.0726, -1.1977, -2.2504], [1.9745, -1.8492, -1.2372], [1.6449, -2.1149, 0.1021], [2.6425, -2.5036, 0.9630], [3.9463, -2.7290, 0.5207], [5.2223, -2.7265, 1.8243], [4.3414, -2.4827, -0.7353], [3.3130, -2.0632, -1.6380], [-0.9826, 0.8062, 1.7904], [-1.1418, -0.5533, 1.5683], [-1.5543, -3.6704, 3.0429], [-2.0760, -2.9077, 1.5833], [-0.5503, -3.6165, 1.6991], [0.3719, -1.9676, 4.2633], [0.5114, 0.6275, 4.8878], [0.1317, 5.4744, 2.0713], [0.0411, 5.0002, 3.7616], [-1.4764, 5.3434, 2.8939], [-1.4705, 3.9417, 0.5256], [-2.7488, 2.6355, -3.4301], [-2.8156, 1.4464, -5.6148], [-1.7596, -0.5743, -6.1546], [-0.6466, -1.8663, -4.1315], [1.3098, -0.9320, -3.2655], [0.7417, -1.9710, 0.5057], [2.2914, -2.8995, 1.9304], [5.3529, -2.6467, -1.1261], [3.5819, -1.8606, -2.6171], [-1.5528, -0.7739, 0.6004]], "atomic_forces_ev_per_a": [[-2.682, 1.859, 1.260], [0.340, 0.358, -1.082], [-0.768, -0.890, -0.381], [0.255, 1.723, -0.482], [0.126, 0.439, -1.918], [0.138, 2.258, 0.331], [-0.616, -1.742, 0.196], [1.978, 1.234, 0.182], [0.661, -2.608, -0.076], [0.001, 3.016, 3.038], [0.953, 0.480, 0.580], [4.157, 6.420, 2.170], [-3.325, -4.057, 1.659], [-1.982, -2.398, -3.908], [-0.671, 2.321, -0.923], [-0.360, -0.656, -0.615], [0.062, 0.856, 3.436], [-0.970, 3.564, -0.573], [0.996, -3.626, -1.814], [1.192, 0.398, 0.569], [-2.165, -0.085, 2.250], [1.438, 0.423, -1.320], [3.366, -0.183, -1.784], [-0.778, -1.687, 0.415], [0.903, 1.228, 2.997], [-0.884, -0.669, -0.960], [-0.799, 0.134, -2.886], [-0.485, -0.595, 2.444], [0.305, -0.553, 0.818], [-0.141, -2.143, 0.852], [0.387, 0.928, 0.115], [0.031, -0.282, -0.095], [2.292, -1.117, -1.444], [-0.245, 0.539, 0.159], [-0.358, -0.778, -0.418], [-1.101, -1.056, 0.652], [-0.549, -0.364, -0.422], [-0.117, 0.008, -0.074], [-0.141, 0.115, -0.365], [1.140, -2.216, -0.319], [-0.355, 0.540, -0.405], [0.077, -0.768, -0.743], [0.534, -1.380, -0.054], [1.101, -0.180, -0.388], [-3.445, 0.522, 0.988], [0.681, 0.791, -0.161], [-0.417, 0.274, 0.487], [0.465, 0.375, -1.835], [-0.225, -0.771, -0.157]], "lumo_ev": -0.21, "total_charge": 0, "orbital_gap_ev": 8.084, "e_homo_ev": -8.293, "total_energy_ev": -45828.3846}

=====

{"formula": "C10H24AsF2N2OS2Y", "method": "ωB97M-V/def2-TZVPD", "symbols": ["Y", "F", "C", "F", "H", "C", "S", "C", "H", "H", "H", "H", "H", "H", "C", "As", "C", "C", "O", "H", "H", "H", "H", "H", "H", "H", "H", "H", "C", "N", "C", "C", "N", "C", "S", "H", "H", "H", "H", "H", "H", "H", "H"], "coordinates": [[0.2983, -0.6858, -0.2949], [2.3927, 0.8582, -1.1285], [2.5815, -0.3468, -0.4483], [2.0820, 0.0692, 0.9328], [3.6477, -0.4891, -0.2986], [1.4468, -1.3380, -3.7811], [-0.1289, -0.7817, -3.0866], [-0.1184, 0.9625, -3.5720], [2.2683, -0.7221, -3.4244], [1.3787, -1.2866, -4.8654], [1.5962, -2.3743, -3.4861], [-0.1343, 1.0141, -4.6582], [0.7636, 1.4659, -3.1820], [-1.0232, 1.4181, -3.1761], [0.1727, -3.8342, 3.0985], [-0.8015, -3.8566, 1.4606], [-0.3542, -5.4016, 0.4387], [-2.6760, -3.7808, 1.7958], [-0.3684, -2.4694, 0.5643], [-0.0946, -4.7173, 3.6786], [-0.0891, -2.9394, 3.6599], [1.2398, -3.8480, 2.8860], [-0.6341, -6.2887, 1.0065], [0.7179, -5.4113, 0.2527], [-0.9011, -5.3842, -0.5018], [-2.9753, -4.6436, 2.3894], [-3.2083, -3.7857, 0.8464], [-2.8955, -2.8650, 2.3417], [-2.1679, 4.4614, 0.0730], [-0.8096, 4.0996, 0.4386], [0.1096, 5.1062, 0.9919], [1.4095, 4.3129, 1.1704], [0.9151, 2.9335, 1.1013], [-0.3201, 2.8821, 0.6080], [-1.2280, 1.4484, 0.2861], [-2.1356, 5.2824, -0.6407], [-2.7257, 4.7770, 0.9557], [-2.6640, 3.6095, -0.3811], [-0.2901, 5.4762, 1.9382], [0.2148, 5.9426, 0.3047], [1.8918, 4.5084, 2.1241], [2.1201, 4.5009, 0.3651], [1.4968, 2.1214, 1.2166]], "atomic_forces_ev_per_a": [[-0.059, -0.076, -0.049], [0.082, 0.027, -0.002], [0.001, 0.037, -0.032], [0.022, 0.042, 0.076], [0.000, -0.003, -0.002], [0.003, -0.013, -0.040], [0.007, 0.016, 0.017], [-0.002, -0.019, 0.003], [-0.007, 0.001, 0.011], [-0.011, 0.001, 0.001], [0.004, 0.002, 0.003], [-0.005, -0.006, -0.002], [-0.003, 0.005, -0.001], [0.001, 0.006, 0.001], [-0.017, -0.022, 0.020], [-0.010, 0.004, -0.006], [-0.007, -0.004, 0.010], [0.006, 0.043, -0.026], [-0.011, -0.048, 0.033], [0.006, 0.002, 0.001], [0.004, 0.006, -0.008], [0.000, 0.007, -0.012], [0.003, -0.002, -0.005], [0.000, 0.006, -0.003], [0.000, 0.013, -0.001], [0.016, -0.010, 0.002], [0.000, -0.004, 0.003], [-0.014, -0.010, 0.006], [0.000, -0.008, -0.008], [0.011, -0.006, 0.021], [0.012, 0.011, -0.038], [-0.003, 0.011, 0.021], [0.014, 0.000, 0.023], [-0.017, 0.023, -0.014], [-0.009, 0.001, 0.016], [-0.002, 0.000, 0.000], [0.004, -0.002, 0.005], [-0.006, 0.003, 0.000], [0.000, -0.008, 0.005], [-0.008, 0.000, 0.001], [0.001, -0.004, -0.002], [-0.003, -0.007, -0.008], [-0.002, -0.014, -0.018]], "lumo_ev": -5.36, "total_charge": 2, "orbital_gap_ev": 9.664, "e_homo_ev": -15.024, "total_energy_ev": -104762.8735}